Here is a cluster of 3 separate species, C34H83FN9O9P4 in total at a distorted geometry from OMol25. Energies are from ωB97M-V/def2-TZVPD.

The net charge is +1. Its frontier orbital gap is 7.26 eV. The highest occupied orbital energy is -9.4428 eV.

Each line ends with the Mulliken charge.
Cartesian coordinates (Å):
H (0.45858, 7.25799, 1.71741)  0.28
H (2.60569, -4.01637, 0.02410)  0.48
H (-4.23392, 1.16108, -3.98428)  0.31
H (-0.69632, 5.86868, 2.52979)  0.24
H (-3.67426, -5.15378, 1.87640)  0.40
H (4.28002, -2.39551, -4.12740)  0.31
H (-4.06216, 2.23349, -2.60236)  0.41
P (-2.51654, -2.74346, -1.24191)  0.19
O (0.33929, -5.01663, 0.53189)  -0.33
H (-0.59922, -6.03953, 2.14706)  0.46
P (-2.01407, 1.70488, -5.56607)  0.82
H (-4.30481, -2.60968, -2.41026)  0.42
C (1.25396, -0.37195, -0.87408)  -0.82
P (3.67224, -1.95121, 2.33303)  0.53
H (-4.40449, -4.23569, 0.59602)  0.46
H (3.06879, -4.04521, 4.24380)  0.29
H (1.83455, 0.07153, 3.07531)  0.02
C (1.14873, 8.77429, 6.09677)  -1.02
H (0.34060, -1.18714, 0.81437)  0.40
C (-0.27995, 4.72212, 5.65337)  -1.21
H (4.00938, -0.71868, -3.71939)  0.29
H (2.69342, -1.60301, -4.54707)  0.40
H (-1.08195, 2.63011, -2.65746)  0.11
O (3.58596, -0.39340, 2.04664)  -0.27
H (1.61858, 5.89975, 1.70168)  0.19
C (-0.27621, -3.80127, 0.22942)  1.16
H (0.10294, -0.55842, -5.59458)  0.32
H (0.55437, -2.33967, -2.44897)  -0.35
H (0.43627, -4.72216, 2.64063)  -0.08
H (-1.15380, 4.00259, -3.78296)  0.19
H (-4.78980, -8.58541, 0.91592)  0.43
H (-0.82396, -5.92256, -1.62882)  0.46
C (2.17066, -3.04172, 0.23829)  -2.33
H (-1.57860, 5.05908, -5.89412)  0.33
C (0.76489, 1.95302, -5.22110)  -1.23
N (1.94934, 7.37143, 3.21266)  0.14
H (3.42981, 1.93729, 1.55891)  0.23
H (-0.80659, 3.79988, 5.40006)  0.35
C (2.19449, -2.88096, 1.76863)  -0.24
H (-0.87074, 9.43738, 4.65521)  0.39
H (2.92664, -4.06676, -2.03097)  0.29
H (3.55295, -3.12643, 5.62699)  0.42
H (0.45694, 9.48676, 6.54838)  0.34
H (-3.71508, 2.39055, -7.55681)  0.31
C (-1.51472, -4.16686, -0.66687)  2.16
H (1.01344, -5.16310, -2.61201)  0.53
N (-0.47971, 1.32948, -4.79447)  0.31
C (-0.99772, -4.89321, -1.92562)  -2.00
H (1.81961, 2.08339, 2.16642)  0.25
N (1.81473, 0.54895, -0.21872)  -0.33
H (3.19004, 2.55966, 3.23485)  0.40
H (3.39447, 0.41316, 3.95898)  0.49
H (0.91718, 1.89621, -6.30721)  0.37
N (-1.99218, 3.08177, -6.56318)  0.17
H (-1.04725, 4.66381, -7.53320)  0.36
C (0.30309, -5.48581, 1.87882)  0.41
H (1.31407, -2.44955, 2.24369)  0.42
H (-1.77220, -4.83151, -2.68300)  0.68
C (1.49959, 6.97752, 1.88801)  -1.02
N (-1.76135, -2.15824, -2.50428)  -0.42
C (-1.15720, 4.26039, -6.52354)  -0.86
H (-1.19638, -0.60974, -4.39869)  0.20
H (1.54774, 8.15606, 6.90577)  0.33
C (-4.10074, -7.74220, 0.86885)  -1.11
H (3.93073, 6.66820, 2.82914)  0.31
C (-4.49829, -6.78225, -0.26650)  -0.84
N (0.07620, 5.46072, 4.45567)  0.32
C (3.40144, 7.56055, 3.18059)  -1.11
H (1.49342, -2.48662, 6.02515)  0.42
N (0.46109, 7.93239, 5.10449)  -0.05
H (-4.08197, -7.27648, 1.85177)  0.24
H (-3.08651, 3.91102, -8.15872)  0.36
O (2.51963, 5.48145, 4.57624)  -0.79
H (1.77841, -6.45059, 3.09509)  0.41
H (-3.05945, -3.56890, 1.49637)  0.51
O (3.02000, -2.03683, -2.53105)  -0.13
C (2.37340, -3.24898, -2.49312)  -1.15
C (-0.18960, 8.76781, 4.12388)  -0.84
H (2.31828, 1.16504, -0.85507)  0.25
P (1.41391, 6.51245, 4.65790)  0.83
H (0.07891, -4.10646, -3.59334)  0.31
H (-2.61991, -6.91479, -1.15901)  0.42
O (3.90024, -2.12407, 3.91984)  -0.41
C (2.86430, 0.42579, 3.01047)  0.29
F (-0.76860, -3.15145, 1.32129)  -0.54
H (0.44844, -0.30905, -3.86557)  -0.48
C (0.80705, -2.89404, -0.48533)  0.78
C (-0.27187, -0.10655, -4.66610)  -0.11
C (-3.44548, -4.48298, 1.04965)  -2.20
H (-1.35464, 4.47031, 3.31490)  0.33
H (2.29586, -6.26038, 1.37304)  0.33
H (-5.30181, -6.10009, 0.00533)  0.37
H (3.64823, 8.39531, 2.52088)  0.35
H (2.25106, -3.57691, -3.53268)  0.85
H (-1.91388, -5.90225, 0.66065)  0.24
H (1.61372, 1.46615, -4.73460)  0.27
C (3.51266, -1.67896, -3.82968)  -0.90
C (-3.29433, -6.08886, -0.90715)  -1.19
C (-2.47215, -5.17842, 0.07227)  0.38
C (-3.50195, 1.64891, -3.33421)  -1.15
H (0.89579, -3.17874, 4.51613)  0.10
H (-0.80676, 8.19881, 3.43106)  0.21
H (-4.90866, -7.42057, -1.05468)  0.48
O (-3.99941, -3.17880, -1.69414)  -0.53
C (-3.24915, 3.32954, -7.25087)  -1.10
H (-3.53449, -5.60674, -1.85171)  0.37
H (2.06520, 7.51640, 1.12575)  0.39
H (2.37625, -3.86136, 2.20686)  -0.01
C (3.07092, -3.03389, 4.65476)  -0.27
H (3.78538, 7.80507, 4.17195)  0.36
O (-1.98802, 0.61201, -6.59875)  -0.81
C (0.38093, -1.41875, -0.24634)  -1.09
H (-3.18516, -0.92057, -0.49241)  0.39
C (1.64413, -2.51475, 4.94694)  -0.70
H (0.61453, 4.43260, 6.20983)  0.34
H (2.89397, -2.32145, -0.15225)  1.30
H (0.51370, 9.37931, 3.54790)  0.32
H (1.98486, 9.33142, 5.65142)  0.35
H (-2.36268, -2.21093, -3.31901)  0.34
H (0.82025, 2.99522, -4.90549)  0.33
C (2.84294, 1.86925, 2.47083)  -1.35
H (-3.95970, 3.87342, -6.61119)  0.31
N (0.95674, -3.15465, -1.96548)  1.09
C (-1.75172, 3.26617, -3.24914)  -0.58
C (-1.00289, 5.49021, 3.50046)  -0.96
N (-2.61500, 2.51165, -4.12613)  0.07
C (0.28151, -4.35651, -2.55374)  -1.00
O (4.80792, -2.52824, 1.60269)  -0.87
H (1.09068, -7.49085, 1.90288)  0.47
H (1.55106, -1.48685, 4.60446)  0.17
O (-2.72490, -1.66657, -0.07787)  -0.54
H (-2.93930, 0.86251, -2.80256)  0.36
H (1.33325, -0.38167, -1.96650)  0.11
H (-1.86716, 6.07742, 3.84970)  0.30
H (-3.13504, -8.17878, 0.60073)  0.25
C (1.47376, -6.48111, 2.04793)  -1.68
H (-2.38325, 3.83240, -2.56036)  0.38
H (-0.92186, 5.31614, 6.32151)  0.32
H (-0.14651, 4.05143, -6.18817)  0.17
H (-0.60980, -1.20484, -0.63819)  0.69